1.
ORCA calculation (the ωB97M-V functional and the def2-TZVPD basis) on a structure of composition C23H25CaF3NO.

Geometry as XYZ:
```
54
C23H25CaF3NO, DFT the ωB97M-V functional and the def2-TZVPD basis
C -1.566 3.224 0.362
C -1.886 2.120 -0.442
C -1.774 0.960 0.335
H -2.195 2.163 -1.487
C -1.446 1.351 1.655
C -1.320 2.756 1.666
H -1.249 0.690 2.497
C 2.027 2.982 -1.365
C 0.831 2.799 -2.069
C 0.625 1.415 -2.247
H 0.196 3.591 -2.485
C 1.695 0.730 -1.635
C 2.588 1.701 -1.109
H -1.987 -0.052 -0.007
H -1.042 3.352 2.531
H -1.601 4.259 0.032
H 3.455 1.489 -0.498
H -0.208 0.941 -2.752
H 2.503 3.934 -1.129
Ca 0.709 1.879 0.509
C 1.856 -0.768 -1.484
C 3.326 -1.084 -1.753
C 0.941 -1.506 -2.466
H 3.598 -0.694 -2.738
H 3.490 -2.159 -1.719
H 3.968 -0.613 -1.003
H 1.174 -1.194 -3.491
H -0.123 -1.311 -2.281
H 1.101 -2.581 -2.383
C 1.453 -1.165 -0.031
C 1.670 -2.635 0.357
H 0.372 -0.968 0.101
H 2.004 -0.576 0.730
O 2.417 -3.406 -0.233
N 0.962 -3.072 1.447
C -0.053 -2.350 2.202
H 1.139 -4.039 1.714
C -1.438 -2.457 1.603
C -2.504 -1.879 2.287
H -2.295 -1.368 3.231
C -3.799 -1.944 1.780
H -4.618 -1.481 2.333
C -4.036 -2.606 0.571
H -5.051 -2.670 0.175
C -2.977 -3.192 -0.126
H -3.141 -3.715 -1.068
C -1.672 -3.121 0.392
H -0.848 -3.593 -0.139
H 0.247 -1.293 2.290
H -0.054 -2.735 3.234
F 0.284 5.243 1.923
C 0.982 4.606 0.946
F 0.965 5.467 -0.139
F 2.304 4.575 1.379
```

For the HOMO energy, the calculation gives -3.5 eV. As for the charge: -1. The largest force on an atom is 3.6 eV/Å. As for the spin multiplicity: 1.



2.
ORCA calculation (the ωB97M-V functional and the def2-TZVPD basis) on the molecule C23H25ClFN7O.

Geometry as XYZ:
```
58
C23H25ClFN7O, DFT the ωB97M-V functional and the def2-TZVPD basis
C 1.007 1.540 -5.490
C 0.057 1.919 -4.412
C -0.193 1.224 -3.211
C -1.132 1.987 -2.552
N -1.762 1.856 -1.332
C -1.621 0.825 -0.445
C -2.261 0.942 0.823
C -2.121 -0.047 1.758
C -2.684 0.031 3.154
N -1.803 0.571 4.168
C -0.609 -0.191 4.484
C 0.628 0.251 3.691
O 0.849 1.642 3.794
C -0.273 2.358 3.330
C -1.526 1.993 4.137
C -1.362 -1.170 1.379
N -1.054 -2.277 2.037
C -0.290 -3.009 1.204
C 0.252 -4.333 1.606
C -0.114 -2.350 -0.007
C 0.617 -2.744 -1.240
C 1.632 -1.723 -1.683
C 2.197 -0.793 -0.821
C 3.098 0.156 -1.271
C 3.462 0.175 -2.607
Cl 4.570 1.365 -3.184
C 2.945 -0.757 -3.493
C 2.039 -1.682 -3.012
F 1.527 -2.579 -3.881
N -0.801 -1.186 0.111
N -0.903 -0.217 -0.795
N -1.391 3.053 -3.350
N -0.672 3.016 -4.482
H 2.032 1.688 -5.153
H 0.832 2.161 -6.363
H 0.879 0.492 -5.754
H 0.241 0.310 -2.875
H -2.353 2.621 -1.043
H -2.843 1.827 1.039
H -2.946 -0.982 3.470
H -3.588 0.648 3.148
H -0.799 -1.247 4.295
H -0.405 -0.040 5.551
H 1.524 -0.229 4.088
H 0.518 -0.023 2.631
H -0.031 3.416 3.453
H -0.428 2.147 2.260
H -2.395 2.526 3.747
H -1.360 2.308 5.175
H -0.131 -5.118 0.955
H -0.049 -4.543 2.628
H 1.340 -4.338 1.545
H -0.097 -2.892 -2.058
H 1.114 -3.701 -1.062
H 1.927 -0.806 0.224
H 3.514 0.879 -0.587
H 3.227 -0.766 -4.533
H -2.030 3.814 -3.189
```

For the HOMO energy, the calculation gives -8.0 eV. The largest force on an atom is 1.2 eV/Å. As for the spin multiplicity: 1.



3.
ORCA calculation (the ωB97M-V functional and the def2-TZVPD basis) on a structure of composition C23H25ClKN5O4PS.

Geometry as XYZ:
```
61
C23H25ClKN5O4PS, DFT the ωB97M-V functional and the def2-TZVPD basis
K -0.380 1.709 -0.883
Cl 4.902 1.750 -5.987
C 3.628 1.197 -4.917
C 2.466 0.625 -5.462
C 1.469 0.183 -4.640
C 1.538 0.273 -3.203
O 0.601 -0.155 -2.477
C 2.752 0.870 -2.683
C 3.038 1.005 -1.280
N 2.263 0.735 -0.290
C 2.792 0.806 0.994
C 4.044 0.337 1.325
C 4.531 0.402 2.645
C 3.768 0.925 3.649
C 2.463 1.394 3.362
C 1.611 1.937 4.351
C 0.361 2.357 4.009
C -0.059 2.233 2.667
N 0.707 1.741 1.723
C 1.961 1.326 2.042
C 3.761 1.311 -3.563
H 2.372 0.538 -6.537
H 0.573 -0.264 -5.054
H 4.044 1.400 -1.068
H 4.655 -0.120 0.556
H 5.523 0.023 2.860
H 4.138 0.978 4.666
H 1.970 2.009 5.372
H -0.314 2.780 4.741
H -1.052 2.545 2.360
H 4.665 1.745 -3.151
C -3.441 -3.822 0.753
N -2.984 -2.720 1.595
C -1.577 -2.949 1.926
N -0.714 -3.139 0.767
C -1.246 -4.229 -0.037
N -2.640 -4.045 -0.448
C -2.758 -2.918 -1.382
P -2.210 -1.276 -0.689
C -3.155 -1.433 0.908
C -0.586 -1.904 -0.015
H -4.477 -3.636 0.458
H -3.409 -4.738 1.350
H -1.522 -3.851 2.544
H -1.210 -2.103 2.509
H -1.192 -5.147 0.555
H -0.629 -4.350 -0.929
H -3.801 -2.832 -1.701
H -2.165 -3.134 -2.274
H -4.218 -1.277 0.708
H -2.839 -0.622 1.570
H -0.121 -1.136 0.609
H 0.091 -2.054 -0.859
C -4.280 3.447 -0.939
S -2.748 3.745 -0.081
O -2.988 4.879 0.789
O -2.483 2.491 0.638
O -1.767 3.987 -1.140
H -5.055 3.259 -0.199
H -4.149 2.581 -1.585
H -4.517 4.332 -1.527
```

For the HOMO energy, the calculation gives -4.6 eV. As for the charge: -1. For the energy above the lowest of the compared OMol25 structures with the same formula, charge and spin, the calculation gives 0.0 kcal/mol. The largest force on an atom is 0.4 eV/Å. As for the spin multiplicity: 1.



4.
ORCA calculation (the ωB97M-V functional and the def2-TZVPD basis) on a structure of composition C23H25CoN6O5.

Geometry as XYZ:
```
60
C23H25CoN6O5, DFT the ωB97M-V functional and the def2-TZVPD basis
Co 16.569 12.303 8.658
N 16.348 15.754 4.509
C 16.215 14.340 5.121
C 17.423 14.116 6.027
C 17.330 14.888 7.373
N 17.633 13.930 8.511
C 15.939 15.495 7.638
C 14.840 14.482 7.294
N 14.945 13.250 8.214
C 14.823 14.123 5.785
H 17.314 15.882 4.155
H 16.165 16.507 5.197
H 15.679 15.888 3.710
H 16.299 13.678 4.242
H 18.360 14.341 5.461
H 17.459 13.035 6.238
H 18.076 15.722 7.422
H 17.652 14.457 9.393
H 18.592 13.612 8.388
H 15.794 16.382 6.988
H 15.854 15.838 8.685
H 13.886 14.972 7.576
H 14.178 12.609 7.967
H 14.614 13.616 9.116
H 14.085 14.719 5.249
H 14.497 13.065 5.625
O 21.284 8.248 8.317
C 20.425 9.072 8.380
C 19.439 9.399 7.256
O 19.365 8.904 6.162
C 18.584 10.452 7.838
C 18.940 10.760 9.186
O 18.240 11.568 9.884
C 20.121 9.992 9.603
O 20.725 10.118 10.637
O 17.643 11.074 7.226
N 11.117 7.802 10.072
C 10.014 7.157 9.518
C 8.940 6.485 10.054
C 7.990 6.003 9.139
C 8.142 6.147 7.748
C 9.246 6.792 7.198
C 10.205 7.263 8.089
N 11.403 7.893 7.836
C 11.935 8.205 9.032
C 13.155 8.951 9.140
C 13.747 9.475 10.313
C 14.817 10.347 10.224
N 15.432 10.669 9.053
C 14.971 10.054 7.941
C 13.837 9.227 7.949
H 11.286 7.980 11.055
H 8.871 6.271 11.127
H 7.125 5.508 9.545
H 7.418 5.712 7.046
H 9.329 6.946 6.119
H 13.394 9.273 11.333
H 15.250 10.778 11.119
H 15.552 10.216 7.027
H 13.476 8.851 6.989
```

For the HOMO energy (spin up / spin down), the calculation gives -12.3 / -12.3 eV. The expectation value of S² is 6.0248. As for the charge: +2. The largest force on an atom is 3.6 eV/Å. As for the spin multiplicity: 5.



5.
ORCA calculation (the ωB97M-V functional and the def2-TZVPD basis) on a structure of composition C23H25F3HfNO4S.

Geometry as XYZ:
```
58
C23H25F3HfNO4S, DFT the ωB97M-V functional and the def2-TZVPD basis
C -1.095 -1.217 1.546
C -1.812 -1.785 0.456
C -0.897 -2.401 -0.420
H -2.894 -1.809 0.336
C 0.409 -2.225 0.108
C 0.298 -1.583 1.393
H 1.291 -2.749 -0.251
C -1.230 2.301 -0.092
C -2.122 1.208 -0.261
C -1.750 0.503 -1.438
H -3.016 1.024 0.335
C -0.612 1.137 -2.003
C -0.279 2.269 -1.170
H -1.141 -3.004 -1.295
H 1.042 -1.648 2.180
H -1.538 -0.842 2.462
H 0.445 3.055 -1.405
H -2.316 -0.282 -1.942
H -1.323 3.129 0.612
Hf 0.324 0.409 0.259
C -0.009 0.776 -3.351
C 1.047 1.804 -3.761
C -1.107 0.716 -4.409
H 0.553 2.760 -3.974
H 1.568 1.469 -4.666
H 1.789 1.950 -2.968
H -1.607 1.687 -4.479
H -1.862 -0.049 -4.191
H -0.679 0.490 -5.393
C 0.653 -0.630 -3.288
C 1.768 -0.660 -2.316
H 1.028 -0.881 -4.289
H -0.089 -1.406 -3.025
O 1.508 -0.160 -1.137
N 3.003 -1.089 -2.535
C 3.463 -2.428 -2.991
H 3.715 -0.477 -2.139
C 2.300 -3.348 -3.219
C 2.015 -4.375 -2.312
H 2.725 -4.581 -1.499
C 0.827 -5.103 -2.443
H 0.595 -5.894 -1.720
C -0.068 -4.790 -3.472
H -1.033 -5.296 -3.529
C 0.275 -3.838 -4.438
H -0.422 -3.570 -5.236
C 1.519 -3.211 -4.369
H 1.874 -2.573 -5.186
H 4.125 -2.833 -2.217
H 4.055 -2.280 -3.901
F 2.364 1.052 4.975
C 1.832 0.412 3.920
F 2.689 -0.563 3.514
F 0.669 -0.176 4.301
S 1.534 1.610 2.495
O 0.064 1.481 2.153
O 2.026 2.898 2.855
O 2.166 0.928 1.292
```

For the HOMO energy, the calculation gives -11.0 eV. As for the charge: +1. For the energy above the lowest of the compared OMol25 structures with the same formula, charge and spin, the calculation gives 0.0 kcal/mol. The largest force on an atom is 5.9 eV/Å. As for the spin multiplicity: 1.



6.
ORCA calculation (the ωB97M-V functional and the def2-TZVPD basis) on the molecule C23H25F3N2O5.

Geometry as XYZ:
```
58
C23H25F3N2O5, DFT the ωB97M-V functional and the def2-TZVPD basis
C 3.389 3.435 2.891
O 2.202 2.705 2.615
C 2.369 1.602 1.854
O 3.446 1.272 1.420
C 1.102 0.899 1.611
C -0.067 1.545 1.764
N -1.283 0.987 1.488
C -2.484 1.786 1.556
C -2.597 2.793 0.403
C -2.347 2.173 -0.973
N -3.162 1.016 -1.269
C -2.693 0.070 -2.260
C -3.693 -1.083 -2.168
C -4.958 -0.412 -1.640
C -4.463 0.842 -0.938
O -5.115 1.551 -0.201
C -1.305 -0.254 0.932
C -0.205 -1.001 0.724
C -0.387 -2.304 0.078
O -1.453 -2.713 -0.337
O 0.755 -2.996 -0.006
C 0.697 -4.282 -0.599
C 1.179 -0.550 1.150
C 2.157 -0.680 0.003
C 1.831 -0.067 -1.201
C 2.666 -0.142 -2.299
C 3.857 -0.839 -2.210
C 4.204 -1.452 -1.020
C 3.363 -1.376 0.083
C 3.788 -2.076 1.346
F 3.007 -3.140 1.640
F 3.774 -1.308 2.447
F 5.035 -2.570 1.267
H 3.808 3.843 1.969
H 3.102 4.235 3.569
H 4.133 2.785 3.355
H -0.085 2.568 2.109
H -3.347 1.120 1.532
H -2.498 2.330 2.505
H -3.600 3.215 0.435
H -1.871 3.597 0.534
H -1.301 1.852 -1.044
H -2.508 2.948 -1.736
H -1.674 -0.253 -2.028
H -2.693 0.534 -3.256
H -3.845 -1.568 -3.129
H -3.324 -1.828 -1.462
H -5.534 -1.034 -0.957
H -5.624 -0.098 -2.447
H -2.272 -0.638 0.643
H 1.485 -4.871 -0.136
H -0.281 -4.733 -0.425
H 0.870 -4.199 -1.675
H 1.510 -1.172 1.988
H 0.902 0.482 -1.267
H 2.388 0.345 -3.222
H 4.518 -0.904 -3.060
H 5.136 -1.991 -0.946
```

For the HOMO energy, the calculation gives -8.2 eV. For the energy above the lowest of the compared OMol25 structures with the same formula, charge and spin, the calculation gives 2.7 kcal/mol. The largest force on an atom is 0.7 eV/Å. As for the spin multiplicity: 1.



7.
ORCA calculation (the ωB97M-V functional and the def2-TZVPD basis) on the molecule C23H25N3O4S.

Geometry as XYZ:
```
56
C23H25N3O4S, DFT the ωB97M-V functional and the def2-TZVPD basis
C 2.737 0.346 2.532
C 2.169 0.404 1.116
N 2.348 -0.854 0.434
C 1.484 -1.929 0.377
C 0.185 -1.894 1.057
O -0.004 -1.190 2.048
N -0.810 -2.687 0.578
C -2.053 -2.750 1.317
C -3.151 -1.911 0.645
C -3.012 -1.950 -0.883
C -2.292 -0.774 -1.547
O -2.467 -0.541 -2.727
N -1.443 -0.055 -0.787
C -0.743 1.098 -1.309
C -1.087 2.347 -0.541
C -0.095 3.201 -0.086
C -0.391 4.363 0.624
C -1.715 4.629 0.864
C -2.722 3.772 0.411
C -2.435 2.631 -0.292
O -3.942 4.271 0.780
C -3.676 5.474 1.468
O -2.282 5.684 1.527
C -2.291 -3.239 -1.301
C -0.863 -3.283 -0.740
C 2.103 -2.980 -0.291
C 3.372 -2.522 -0.650
S 4.805 -3.043 -1.466
C 5.532 -1.491 -1.179
C 4.745 -0.616 -0.503
C 3.499 -1.205 -0.192
H 2.167 -0.371 3.117
H 2.657 1.323 3.002
H 3.781 0.043 2.514
H 2.686 1.173 0.533
H 1.107 0.643 1.167
H -2.358 -3.799 1.371
H -1.859 -2.390 2.329
H -3.123 -0.882 1.009
H -4.120 -2.323 0.931
H -4.006 -1.959 -1.342
H -1.335 -0.245 0.196
H 0.337 0.920 -1.286
H -1.060 1.193 -2.354
H 0.938 2.971 -0.295
H 0.383 5.026 0.972
H -3.216 1.981 -0.650
H -4.154 6.315 0.939
H -4.083 5.412 2.490
H -2.244 -3.294 -2.389
H -2.867 -4.095 -0.945
H -0.531 -4.328 -0.699
H -0.189 -2.733 -1.400
H 1.709 -3.961 -0.455
H 6.528 -1.326 -1.541
H 5.048 0.382 -0.243
```

For the HOMO energy, the calculation gives -8.1 eV. For the energy above the lowest of the compared OMol25 structures with the same formula, charge and spin, the calculation gives 28.5 kcal/mol. The largest force on an atom is 1.3 eV/Å. As for the spin multiplicity: 1.



8.
ORCA calculation (the ωB97M-V functional and the def2-TZVPD basis) on the molecule C23H25N5O4S.

Geometry as XYZ:
```
58
C23H25N5O4S, DFT the ωB97M-V functional and the def2-TZVPD basis
C 4.793 -8.109 -4.890
C 3.335 -7.868 -4.523
C 2.987 -8.483 -3.169
C 1.510 -8.280 -2.810
C 1.154 -6.807 -2.728
O 0.457 -6.246 -3.540
N 1.714 -6.195 -1.638
C 1.642 -4.860 -1.250
C 1.037 -3.878 -2.031
C 0.988 -2.572 -1.588
C 1.541 -2.211 -0.361
C 1.537 -0.823 0.176
O 2.388 -0.426 0.944
N 0.478 -0.065 -0.257
C 0.185 1.267 0.011
C 1.007 2.080 0.792
C 0.658 3.400 1.009
C -0.503 3.903 0.456
S -0.936 5.600 0.751
O 0.205 6.446 0.574
O -2.144 5.939 0.064
N -1.206 5.624 2.432
C -2.288 4.972 2.938
N -2.771 5.374 4.111
C -3.817 4.707 4.570
C -4.391 3.652 3.883
C -3.796 3.298 2.672
C -4.308 2.178 1.828
N -2.743 3.957 2.212
C -1.327 3.115 -0.323
C -0.984 1.798 -0.546
C 2.175 -3.192 0.400
C 2.221 -4.499 -0.031
H 5.003 -9.175 -4.944
H 5.020 -7.666 -5.857
H 5.455 -7.667 -4.148
H 3.138 -6.795 -4.496
H 2.689 -8.301 -5.289
H 3.627 -8.043 -2.399
H 3.196 -9.555 -3.195
H 0.884 -8.728 -3.583
H 1.286 -8.765 -1.857
H 2.242 -6.786 -1.010
H 0.608 -4.147 -2.982
H 0.545 -1.830 -2.237
H -0.201 -0.535 -0.841
H 1.907 1.669 1.218
H 1.283 4.050 1.600
H -0.892 6.435 2.942
H -4.201 5.045 5.524
H -5.249 3.125 4.266
H -4.721 1.384 2.446
H -3.504 1.794 1.207
H -5.096 2.553 1.177
H -2.223 3.552 -0.731
H -1.618 1.169 -1.156
H 2.626 -2.904 1.338
H 2.710 -5.250 0.574
```

For the HOMO energy, the calculation gives -8.7 eV. For the energy above the lowest of the compared OMol25 structures with the same formula, charge and spin, the calculation gives 0.4 kcal/mol. The largest force on an atom is 1.3 eV/Å. As for the spin multiplicity: 1.



What is the largest force on an atom in the fourth record?
3.6 eV/Å



Please write out number 1 again, unchanged.
ORCA calculation (the ωB97M-V functional and the def2-TZVPD basis) on a structure of composition C23H25CaF3NO.

Geometry as XYZ:
```
54
C23H25CaF3NO, DFT the ωB97M-V functional and the def2-TZVPD basis
C -1.566 3.224 0.362
C -1.886 2.120 -0.442
C -1.774 0.960 0.335
H -2.195 2.163 -1.487
C -1.446 1.351 1.655
C -1.320 2.756 1.666
H -1.249 0.690 2.497
C 2.027 2.982 -1.365
C 0.831 2.799 -2.069
C 0.625 1.415 -2.247
H 0.196 3.591 -2.485
C 1.695 0.730 -1.635
C 2.588 1.701 -1.109
H -1.987 -0.052 -0.007
H -1.042 3.352 2.531
H -1.601 4.259 0.032
H 3.455 1.489 -0.498
H -0.208 0.941 -2.752
H 2.503 3.934 -1.129
Ca 0.709 1.879 0.509
C 1.856 -0.768 -1.484
C 3.326 -1.084 -1.753
C 0.941 -1.506 -2.466
H 3.598 -0.694 -2.738
H 3.490 -2.159 -1.719
H 3.968 -0.613 -1.003
H 1.174 -1.194 -3.491
H -0.123 -1.311 -2.281
H 1.101 -2.581 -2.383
C 1.453 -1.165 -0.031
C 1.670 -2.635 0.357
H 0.372 -0.968 0.101
H 2.004 -0.576 0.730
O 2.417 -3.406 -0.233
N 0.962 -3.072 1.447
C -0.053 -2.350 2.202
H 1.139 -4.039 1.714
C -1.438 -2.457 1.603
C -2.504 -1.879 2.287
H -2.295 -1.368 3.231
C -3.799 -1.944 1.780
H -4.618 -1.481 2.333
C -4.036 -2.606 0.571
H -5.051 -2.670 0.175
C -2.977 -3.192 -0.126
H -3.141 -3.715 -1.068
C -1.672 -3.121 0.392
H -0.848 -3.593 -0.139
H 0.247 -1.293 2.290
H -0.054 -2.735 3.234
F 0.284 5.243 1.923
C 0.982 4.606 0.946
F 0.965 5.467 -0.139
F 2.304 4.575 1.379
```

For the HOMO energy, the calculation gives -3.5 eV. As for the charge: -1. The largest force on an atom is 3.6 eV/Å. As for the spin multiplicity: 1.



Which value of largest force on an atom does entry 1 give?
3.6 eV/Å